*1*
A 2-piece molecular cluster, C2H2N2O overall, computed with ωB97M-V with the def2-TZVPD basis set.

E_HOMO (spin up / spin down): -10.261 / -10.283 eV
multiplicity: 1
total charge: 0
LUMO (spin up / spin down): -0.09896 / -0.09918 hartree
gap between HOMO and LUMO (spin up / spin down): 7.57 / 7.58 eV

Element x y z (Å)
O: -0.747 1.259 0.151
N: -3.064 1.087 -0.164
N: -3.974 -1.110 0.083
C: -3.531 0.004 -0.008
C: -0.108 0.238 0.218
H: -0.423 -0.723 -0.117
H: 1.066 0.317 0.393

Here are the natural (NBO) charges for atoms 1 to 2, given in e: atom 1 (O): -0.4541, atom 2 (N): -0.0859



*2*
C2H2N2O as an isolated structure, computed with ωB97M-V with the def2-TZVPD basis set.

E_HOMO: -10.918 eV
multiplicity: 1
total charge: 0
LUMO: -0.05500 hartree
gap between HOMO and LUMO: 9.42 eV

Element x y z (Å)
O: -0.362 0.471 -2.485
N: 0.079 0.553 -1.371
N: 1.779 3.073 -1.056
C: 1.266 2.078 -1.271
C: -0.103 0.005 -0.244
H: 0.380 0.444 0.527
H: -0.904 -0.833 0.034

Here are the natural (NBO) charges for atoms 1 to 2, given in e: atom 1 (O): -0.3094, atom 2 (N): 0.2151



*3*
One molecule with the formula C2H2N2O, computed with ωB97M-V with the def2-TZVPD basis set.

E_HOMO: -10.847 eV
multiplicity: 1
total charge: 0
structure (SMILES): N#C[C@H]1NO1
LUMO: 0.02046 hartree
gap between HOMO and LUMO: 11.40 eV

Element x y z (Å)
O: 0.568 1.180 0.391
N: 0.932 0.495 -0.797
N: -2.521 -0.381 0.003
C: 0.146 -0.146 0.223
C: -1.385 -0.365 -0.053
H: 0.317 -0.961 1.046
H: 1.944 0.180 -0.813

Here are the natural (NBO) charges for atoms 1 to 2, given in e: atom 1 (O): -0.3311, atom 2 (N): -0.2915



If we sort the structures by their calculated energies, the order from most to least stable is *3*, *1*, *2*.



*1*
A 5-piece molecular cluster, H8IO4 overall, computed with ωB97M-V with the def2-TZVPD basis set.

E_HOMO: -4.860 eV
multiplicity: 1
total charge: -1
LUMO: 0.12770 hartree
gap between HOMO and LUMO: 8.33 eV

Element x y z (Å)
I: -1.656 -0.316 0.829
O: 0.259 -2.655 -1.317
O: -0.449 0.922 -2.344
O: -0.303 3.084 1.025
O: 1.846 -1.138 1.723
H: 0.880 -1.105 1.587
H: -0.064 -3.506 -1.007
H: -0.215 -2.005 -0.762
H: -0.997 0.692 -1.566
H: -0.977 3.639 0.623
H: -0.752 2.227 1.167
H: 2.037 -0.330 2.208
H: 0.393 0.492 -2.164

Here are the natural (NBO) charges for atoms 1 to 2, given in e: atom 1 (I): -0.9315, atom 2 (O): -0.9684



*2*
A 5-piece molecular cluster, H8IO4 overall, computed with ωB97M-V with the def2-TZVPD basis set.

E_HOMO: -4.777 eV
multiplicity: 1
total charge: -1
LUMO: 0.12464 hartree
gap between HOMO and LUMO: 8.17 eV

Element x y z (Å)
I: 1.819 0.066 0.343
O: 0.323 2.094 -2.117
O: -1.555 0.594 -0.880
O: 0.516 -3.273 0.221
O: -0.454 0.178 2.911
H: 0.851 1.564 -1.494
H: -0.749 0.177 -0.615
H: 0.238 0.061 2.262
H: -1.122 0.701 2.402
H: -1.619 0.730 -1.817
H: 1.050 -2.486 0.214
H: 0.763 2.896 -2.439
H: -0.062 -3.303 1.009

Here are the natural (NBO) charges for atoms 1 to 2, given in e: atom 1 (I): -0.9052, atom 2 (O): -1.0005



If we sort the structures by their calculated energies, the order from most to least stable is *1*, *2*.



*1*
A 5-piece molecular cluster, H8IO4 overall, computed with ωB97M-V with the def2-TZVPD basis set.

E_HOMO: -4.905 eV
multiplicity: 1
total charge: -1
LUMO: 0.12443 hartree
gap between HOMO and LUMO: 8.29 eV

Element x y z (Å)
I: 3.692 44.341 45.735
O: 7.397 44.999 46.074
O: 0.919 44.312 43.293
O: 2.210 45.411 48.706
O: 5.190 43.079 49.007
H: 6.354 44.889 46.038
H: 5.011 43.333 48.162
H: 1.687 44.446 43.993
H: 2.762 45.349 47.919
H: 7.494 45.464 46.932
H: 1.682 44.673 48.558
H: 5.570 42.207 48.705
H: 0.708 43.364 43.335

Here are the natural (NBO) charges for atoms 1 to 2, given in e: atom 1 (I): -0.9227, atom 2 (O): -0.9812



*2*
A 5-piece molecular cluster, H8IO4 overall, computed with ωB97M-V with the def2-TZVPD basis set.

E_HOMO: -4.541 eV
multiplicity: 1
total charge: -1
LUMO: 0.12765 hartree
gap between HOMO and LUMO: 8.01 eV

Element x y z (Å)
I: 0.306 1.230 0.538
O: 0.710 -1.884 -1.422
O: 3.544 0.946 -0.913
O: -1.895 0.768 3.121
O: -2.606 -0.508 -1.275
H: -1.627 0.954 2.248
H: 0.545 -2.670 -1.074
H: 0.886 -1.157 -0.667
H: -2.315 -0.009 -1.986
H: 2.750 1.087 -0.459
H: 4.275 1.396 -0.604
H: -2.113 -0.127 -0.604
H: -2.458 -0.020 3.092

Here are the natural (NBO) charges for atoms 1 to 2, given in e: atom 1 (I): -0.9337, atom 2 (O): -0.9762



If we sort the structures by their calculated energies, the order from most to least stable is *1*, *2*.



*1*
A 2-piece molecular cluster, C4H5ClN2O overall, computed with ωB97M-V with the def2-TZVPD basis set.

E_HOMO: -9.288 eV
multiplicity: 1
total charge: 0
structure (SMILES): c1cn[nH]c1.O=CCl
LUMO: 0.01623 hartree
gap between HOMO and LUMO: 9.73 eV

Element x y z (Å)
Cl: 3.123 -1.348 0.434
O: 0.598 -1.694 1.228
N: -0.035 0.895 -1.646
N: -0.498 1.660 -0.638
C: -1.176 -0.361 -0.185
C: -0.465 -0.350 -1.393
C: -1.185 0.930 0.222
C: 1.612 -1.026 1.272
H: 1.631 -0.009 1.712
H: -1.643 -1.243 0.235
H: -0.079 -1.339 -1.784
H: -0.450 2.680 -0.645
H: -1.433 1.203 1.190

Here are the natural (NBO) charges for atoms 1 to 2, given in e: atom 1 (Cl): -0.0413, atom 2 (O): -0.4850



*2*
One molecule with the formula C4H5ClN2O, computed with ωB97M-V with the def2-TZVPD basis set.

E_HOMO: -8.130 eV
multiplicity: 1
total charge: 0
structure (SMILES): Cc1nc(Cl)c(O)[nH]1
LUMO: 0.00600 hartree
gap between HOMO and LUMO: 8.29 eV

Element x y z (Å)
Cl: 3.209 -1.140 -0.045
O: 1.991 1.897 -0.101
N: 0.541 -1.291 -0.185
N: -0.244 0.846 -0.167
C: -1.916 -1.083 0.062
C: 1.141 0.809 0.030
C: -0.492 -0.487 -0.189
C: 1.660 -0.469 -0.102
H: 1.517 2.621 0.684
H: -0.788 1.765 -0.450
H: -2.667 -0.609 -0.804
H: -2.183 -0.749 1.108
H: -1.768 -2.110 0.160

Here are the natural (NBO) charges for atoms 1 to 2, given in e: atom 1 (Cl): 0.0629, atom 2 (O): -0.6446



*3*
One molecule with the formula C4H5ClN2O, computed with ωB97M-V with the def2-TZVPD basis set.

E_HOMO: -8.361 eV
multiplicity: 1
total charge: 0
structure (SMILES): [H]/N=C/C=N\C=C(\O)Cl
LUMO: 0.00643 hartree
gap between HOMO and LUMO: 8.54 eV

Element x y z (Å)
Cl: -1.403 -1.263 -0.428
O: -2.812 0.640 0.550
N: 0.507 1.255 -0.811
N: 0.981 -1.123 0.917
C: -0.621 1.252 -0.066
C: 1.418 0.390 -0.903
C: 1.650 -0.926 -0.128
C: -1.598 0.387 0.080
H: 1.199 -1.983 1.485
H: 2.187 0.703 -1.587
H: 2.546 -1.515 -0.321
H: -3.195 -0.018 1.036
H: -0.860 2.201 0.175

Here are the natural (NBO) charges for atoms 1 to 2, given in e: atom 1 (Cl): -0.0268, atom 2 (O): -0.6596



If we sort the structures by their calculated energies, the order from most to least stable is *1*, *2*, *3*.



*1*
A 2-piece molecular cluster, C6H8N2O2 overall, computed with ωB97M-V with the def2-TZVPD basis set.

E_HOMO: -9.604 eV
multiplicity: 1
total charge: 0
structure (SMILES): O=c1cc[nH]c(=O)[nH]1.C=C
LUMO: 0.01626 hartree
gap between HOMO and LUMO: 10.05 eV

Element x y z (Å)
O: -1.232 -1.943 -1.687
O: -4.100 1.278 -0.038
N: -2.797 -0.334 -0.782
N: -0.661 -0.478 -0.197
C: -1.550 -0.934 -0.973
C: -2.025 0.887 1.107
C: 2.947 0.295 0.136
C: 4.208 -0.112 -0.201
C: -0.878 0.267 0.945
C: -3.071 0.691 0.023
H: 1.979 0.042 -0.318
H: -3.571 -0.898 -1.163
H: 0.122 0.270 1.360
H: 5.059 0.261 0.255
H: -2.261 1.598 1.997
H: 2.951 0.955 0.930
H: 0.352 -0.876 -0.446
H: 4.529 -0.969 -0.948

Here are the natural (NBO) charges for atoms 1 to 2, given in e: atom 1 (O): -0.6567, atom 2 (O): -0.5593



*2*
A 2-piece molecular cluster, C6H8N2O2 overall, computed with ωB97M-V with the def2-TZVPD basis set.

E_HOMO: -9.682 eV
multiplicity: 1
total charge: 0
structure (SMILES): O=c1cc[nH]c(=O)[nH]1.C=C
LUMO: 0.01830 hartree
gap between HOMO and LUMO: 10.18 eV

Element x y z (Å)
O: -2.359 -0.282 -0.090
O: 0.809 -3.514 -0.194
N: 1.540 -1.324 -0.150
N: -0.666 -1.807 -0.216
C: -1.182 -0.576 -0.210
C: -0.108 0.338 -0.269
C: 0.560 -2.317 -0.253
C: -0.222 4.855 0.933
C: 1.155 0.025 -0.158
C: 0.388 3.835 0.449
H: 2.480 -1.617 -0.004
H: -1.439 -2.485 -0.450
H: -0.520 5.745 0.318
H: -0.148 1.393 -0.492
H: 0.757 3.763 -0.482
H: 0.376 2.954 1.177
H: -0.756 4.820 1.941
H: 1.990 0.748 -0.122

Here are the natural (NBO) charges for atoms 1 to 2, given in e: atom 1 (O): -0.5709, atom 2 (O): -0.6089



*3*
One molecule with the formula C6H8N2O2, computed with ωB97M-V with the def2-TZVPD basis set.

E_HOMO: -9.157 eV
multiplicity: 1
total charge: 0
structure (SMILES): [H]/N=C(/O)[C@]12[C@@H]3CN1C[C@H]2O3
LUMO: 0.01450 hartree
gap between HOMO and LUMO: 9.55 eV

Element x y z (Å)
O: -1.401 1.467 0.050
O: 2.353 1.377 0.131
N: 2.535 -0.662 -0.366
N: -0.433 -1.116 0.092
C: -1.108 -0.653 -1.165
C: -0.625 0.785 -0.949
C: -0.718 0.785 1.116
C: 0.313 0.194 0.127
C: 1.792 0.195 0.274
C: -1.216 -0.655 1.285
H: -2.192 -0.824 -1.206
H: 2.072 -1.568 -0.420
H: -2.299 -0.827 1.230
H: -0.511 1.427 1.978
H: 3.210 0.878 -0.548
H: -0.341 1.428 -1.789
H: -0.621 -1.114 -2.034
H: -0.809 -1.118 2.194

Here are the natural (NBO) charges for atoms 1 to 2, given in e: atom 1 (O): -0.5058, atom 2 (O): -0.6752



*4*
A 2-piece molecular cluster, C6H8N2O2 overall, computed with ωB97M-V with the def2-TZVPD basis set.

E_HOMO: -9.195 eV
multiplicity: 1
total charge: 0
structure (SMILES): O=Cc1cnc[nH]1.CC=O
LUMO: 0.02665 hartree
gap between HOMO and LUMO: 9.92 eV

Element x y z (Å)
O: -0.804 -0.941 0.986
O: 1.675 1.467 0.739
N: -1.497 1.449 -2.373
N: 0.539 1.384 -1.694
C: 0.486 1.544 0.672
C: -0.193 1.546 -0.573
C: -0.251 1.375 -2.772
C: -1.455 1.506 -1.004
C: 0.750 -2.466 1.741
C: -0.598 -2.012 1.412
H: -1.314 -2.821 1.577
H: 0.726 -3.008 2.779
H: 1.565 1.305 -1.640
H: -2.286 1.441 -0.277
H: 1.488 -1.531 1.649
H: 1.006 -3.225 1.058
H: -0.094 1.662 1.550
H: 0.258 1.324 -3.832

Here are the natural (NBO) charges for atoms 1 to 2, given in e: atom 1 (O): -0.5287, atom 2 (O): -0.5599



If we sort the structures by their calculated energies, the order from most to least stable is *2*, *4*, *1*, *3*.



*1*
One molecule with the formula H3NO, computed with ωB97M-V with the def2-TZVPD basis set.

E_HOMO: -10.085 eV
multiplicity: 1
total charge: 0
structure (SMILES): NO
LUMO: 0.03282 hartree
gap between HOMO and LUMO: 10.98 eV

Element x y z (Å)
O: 0.980 -0.263 -0.285
N: -0.546 -0.202 -0.310
H: -0.809 0.651 -0.317
H: -0.802 -0.721 0.531
H: 1.177 0.536 0.381

Here are the natural (NBO) charges for atoms 1 to 2, given in e: atom 1 (O): -0.5841, atom 2 (N): -0.5111



*2*
One molecule with the formula H3NO, computed with ωB97M-V with the def2-TZVPD basis set.

E_HOMO: -9.975 eV
multiplicity: 1
total charge: 0
structure (SMILES): NO
LUMO: 0.03542 hartree
gap between HOMO and LUMO: 10.94 eV

Element x y z (Å)
O: -0.915 -0.202 -0.316
N: 0.574 -0.155 -0.341
H: 0.876 0.812 -0.127
H: 0.781 -0.850 0.429
H: -1.316 0.395 0.356

Here are the natural (NBO) charges for atoms 1 to 2, given in e: atom 1 (O): -0.6116, atom 2 (N): -0.5176



If we sort the structures by their calculated energies, the order from most to least stable is *2*, *1*.